Molecular formula: C39H79F9N11O13S2
Method: DFT, ωB97M-V with the def2-TZVPD basis set

Results
HOMO energy   -11.73 eV
M   1145.2 g/mol
Net charge   +5

Each line ends with the Löwdin charge.
Element x y z (Å)
C -0.226 0.866 -1.402  -0.43
O 0.634 0.927 -0.199  -0.15
O -1.495 0.458 -0.891  -0.32
C -0.114 2.069 -2.409  -0.58
F -0.161 1.769 -3.712  0.13
F -1.093 2.931 -2.269  0.14
F 1.052 2.733 -2.176  0.09
C 1.987 0.446 -0.442  -0.26
C 2.607 0.468 0.961  -0.10
H 2.141 -0.234 1.653  0.06
H 3.667 0.215 0.955  0.06
H 2.524 1.389 1.539  0.06
H 2.500 1.163 -1.083  0.10
H 1.973 -0.572 -0.831  0.11
H 0.129 -0.023 -1.925  0.11
C 7.705 -6.259 5.255  0.03
C 7.747 -5.824 3.805  -0.28
O 6.985 -4.982 3.285  0.13
N 8.722 -6.556 2.823  0.09
H 9.677 -6.473 3.139  0.17
H 8.541 -7.534 2.999  0.17
C 8.693 -6.200 1.320  0.05
H 8.652 -5.983 5.720  0.10
H 7.639 -7.327 5.462  0.11
H 7.016 -5.719 5.905  0.11
H 9.050 -7.079 0.783  0.11
H 9.347 -5.352 1.121  0.11
H 7.648 -6.003 1.082  0.10
C 5.868 0.638 -7.644  0.02
C 5.551 0.357 -6.167  -0.30
O 4.438 0.117 -5.729  0.17
N 6.729 -0.062 -5.260  0.08
H 7.623 -0.070 -5.731  0.16
H 6.869 0.580 -4.493  0.18
C 6.730 -1.473 -4.704  0.04
H 6.553 1.453 -7.880  0.10
H 5.009 0.891 -8.265  0.10
H 6.301 -0.156 -8.253  0.10
H 6.423 -2.200 -5.457  0.12
H 5.926 -1.447 -3.969  0.11
H 7.747 -1.537 -4.317  0.12
C 0.786 -4.645 -7.493  0.01
C 0.253 -6.005 -7.750  -0.31
O -0.888 -6.356 -7.383  0.15
N 1.073 -6.959 -8.639  0.10
H 1.859 -6.428 -8.986  0.16
H 1.581 -7.578 -8.024  0.19
C 0.316 -7.610 -9.827  0.06
H 1.236 -4.161 -8.360  0.09
H 1.534 -4.606 -6.701  0.11
H 0.001 -3.921 -7.278  0.11
H -0.384 -8.269 -9.314  0.11
H 0.976 -8.271 -10.388  0.11
H -0.144 -6.921 -10.535  0.11
C -1.508 -2.623 3.029  0.05
C -2.159 -1.683 4.073  -0.38
O -2.186 -1.899 5.251  0.19
N -2.919 -0.529 3.497  0.11
H -2.858 -0.555 2.489  0.16
H -3.883 -0.520 3.797  0.18
C -2.225 0.753 3.992  0.05
H -1.848 -2.539 1.997  0.09
H -1.714 -3.604 3.458  0.10
H -0.421 -2.535 3.028  0.10
H -2.565 1.472 3.247  0.10
H -1.142 0.723 3.880  0.11
H -2.512 1.126 4.975  0.12
C 8.738 1.741 5.769  0.03
C 9.471 0.521 6.370  -0.30
O 9.697 -0.552 5.758  0.12
N 10.017 0.693 7.778  0.09
H 9.677 1.601 8.065  0.17
H 9.451 0.168 8.429  0.19
C 11.529 0.530 7.913  0.06
H 7.992 2.251 6.378  0.10
H 8.203 1.422 4.874  0.10
H 9.525 2.430 5.463  0.11
H 11.854 0.415 8.947  0.11
H 11.848 1.526 7.605  0.12
H 11.859 -0.394 7.439  0.11
C 1.930 6.471 2.982  -0.06
C 2.470 6.818 1.615  -0.18
N 1.625 7.739 0.873  -0.06
C 1.791 9.083 0.709  0.01
C 0.821 9.577 -0.169  0.04
N -0.036 8.502 -0.423  -0.09
C 0.497 7.395 0.195  0.02
C -1.292 8.530 -1.194  0.02
H 2.593 5.789 3.516  0.09
H 1.001 5.902 2.960  0.08
H 1.916 7.380 3.583  0.09
H 2.643 5.966 0.957  0.13
H 3.436 7.310 1.721  0.13
H 2.655 9.541 1.167  0.14
H 0.536 10.531 -0.587  0.14
H -0.101 6.504 0.317  0.17
H -1.904 7.784 -0.689  0.10
H -1.230 8.363 -2.270  0.11
H -1.758 9.514 -1.137  0.10
C -8.734 4.436 -0.106  -0.08
C -8.863 5.952 -0.072  -0.15
N -10.004 6.403 0.765  -0.05
C -11.059 7.298 0.478  0.02
C -11.735 7.517 1.650  0.01
N -11.180 6.719 2.681  -0.08
C -10.140 6.042 2.090  0.02
C -11.748 6.522 4.003  0.02
H -9.659 3.999 -0.483  0.09
H -8.471 3.900 0.806  0.07
H -7.899 4.144 -0.742  0.08
H -8.970 6.443 -1.040  0.13
H -7.990 6.336 0.454  0.13
H -11.296 7.553 -0.544  0.14
H -12.512 8.241 1.846  0.14
H -9.510 5.327 2.599  0.16
H -11.832 5.489 4.341  0.11
H -12.759 6.929 4.031  0.11
H -11.136 7.162 4.639  0.11
C -6.618 -4.509 -3.430  -0.06
C -7.854 -3.673 -2.973  -0.15
N -8.349 -2.885 -4.090  -0.07
C -7.797 -1.698 -4.579  0.01
C -8.656 -1.198 -5.543  0.02
N -9.690 -2.135 -5.662  -0.10
C -9.443 -3.195 -4.834  0.04
C -10.760 -1.986 -6.631  0.02
H -5.703 -3.964 -3.662  0.07
H -6.825 -5.217 -4.232  0.08
H -6.235 -5.098 -2.597  0.08
H -7.677 -3.060 -2.089  0.13
H -8.633 -4.384 -2.699  0.13
H -6.856 -1.300 -4.230  0.14
H -8.527 -0.398 -6.256  0.14
H -10.037 -4.076 -4.640  0.17
H -10.623 -2.570 -7.542  0.11
H -10.818 -0.928 -6.887  0.11
H -11.668 -2.312 -6.125  0.11
C 1.877 0.509 9.115  -0.61
F 1.902 1.653 8.420  0.09
F 1.490 -0.508 8.360  0.09
F 3.083 0.203 9.696  0.07
S 0.385 0.713 10.495  0.43
O 0.873 1.737 11.424  -0.37
O -0.738 1.164 9.724  -0.36
O 0.211 -0.548 11.155  -0.34
C 1.259 -8.185 -0.771  -0.62
F 0.749 -9.380 -1.004  0.14
F 0.279 -7.311 -1.143  0.07
F 1.537 -8.004 0.534  0.11
S 2.827 -7.849 -1.907  0.45
O 3.220 -6.452 -1.670  -0.40
O 3.864 -8.798 -1.420  -0.38
O 2.425 -8.079 -3.256  -0.36

Molecular formula: C39H80N13O16P2S
Method: DFT, ωB97M-V with the def2-TZVPD basis set

Results
HOMO energy   -10.19 eV
M   1081.2 g/mol
Net charge   +1

Each line ends with the Löwdin charge.
Element x y z (Å)
C 4.663 -0.858 -2.037  -0.08
C 3.099 -0.485 -2.297  -0.28
O 2.493 -1.493 -3.158  -0.30
P 0.854 -1.072 -3.530  0.72
O 0.534 0.251 -2.813  -0.32
C -0.215 -2.533 -2.906  -0.19
C -0.360 -2.438 -1.280  -0.20
C -1.660 -3.252 -0.891  -0.09
C -1.431 -4.753 -0.454  -0.19
P 0.299 -5.591 -0.396  0.75
N 0.206 -6.681 0.805  -0.33
C -2.590 -5.710 -0.029  -0.06
C -4.051 -5.206 -0.071  -0.47
S -5.323 -6.444 0.462  0.72
C -4.340 -3.732 -0.547  -0.01
C -5.807 -3.201 -0.649  -0.10
O -6.988 -3.955 -0.382  0.00
N -6.085 -1.839 -1.093  -0.11
N -7.423 -1.419 -1.210  0.10
C -5.006 -0.897 -1.418  0.08
C -3.486 -1.267 -1.361  -0.02
C -2.459 -0.119 -1.731  -0.12
C -3.063 1.311 -2.109  -0.16
O -1.994 2.292 -1.870  -0.07
C -2.066 2.733 -0.497  -0.37
C -1.024 2.196 0.623  0.00
O -2.920 3.578 -0.094  0.06
C -3.148 -2.748 -0.934  0.01
O 0.804 -0.885 -5.217  -0.27
C -0.399 -0.186 -5.660  -0.27
C -0.552 -0.507 -7.247  -0.09
H 5.088 -0.222 -1.169  0.09
H 5.305 -0.586 -2.954  0.07
H 4.808 -1.956 -1.730  0.08
H 3.098 0.573 -2.722  0.13
H 2.569 -0.491 -1.269  0.12
H -1.240 -2.454 -3.434  0.10
H 0.313 -3.500 -3.240  0.11
H 0.631 -2.897 -0.893  0.09
H -0.316 -1.356 -0.899  0.10
H 1.339 -4.678 -0.009  0.02
H 0.589 -6.311 -1.610  0.01
H 0.892 -6.438 1.534  -0.04
H -2.366 -6.791 0.310  0.10
H -5.834 -6.061 1.719  -0.10
H -7.395 -3.548 0.423  0.14
H -7.431 -0.518 -1.718  0.11
H -7.839 -2.102 -1.879  0.13
H -5.394 0.140 -1.746  0.13
H -1.847 -0.475 -2.639  0.10
H -1.797 0.051 -0.796  0.12
H -3.509 1.398 -3.156  0.15
H -3.884 1.565 -1.334  0.12
H -0.043 1.813 0.157  0.09
H -1.472 1.284 1.185  0.09
H -0.781 2.980 1.425  0.07
H -0.373 0.945 -5.523  0.12
H -1.298 -0.692 -5.156  0.11
H 0.277 0.036 -7.846  0.09
H -0.396 -1.646 -7.366  0.08
H -1.570 -0.215 -7.666  0.07
O -0.073 -4.766 2.946  0.00
C -0.652 -4.895 4.013  -0.59
N -1.755 -5.684 4.120  0.16
C -0.204 -4.208 5.274  0.00
H -2.264 -5.821 4.976  0.09
H -2.073 -6.155 3.285  0.10
H -0.222 -3.130 5.119  0.05
H 0.813 -4.526 5.510  0.10
H -0.850 -4.450 6.120  0.07
O 0.385 -1.264 6.698  0.02
C -0.353 -0.418 6.213  -0.59
N -0.633 -0.412 4.881  0.16
C -1.000 0.668 7.027  -0.02
H -1.233 0.265 4.440  0.10
H -0.210 -1.130 4.312  0.09
H -0.222 1.269 7.501  0.08
H -1.629 0.212 7.793  0.05
H -1.620 1.322 6.411  0.09
O -1.685 2.095 -7.143  -0.01
C -1.386 2.966 -7.950  -0.57
N -1.793 2.887 -9.245  0.16
C -0.562 4.170 -7.591  -0.01
H -1.571 3.578 -9.942  0.10
H -2.347 2.088 -9.511  0.11
H 0.411 3.839 -7.224  0.09
H -1.076 4.733 -6.810  0.10
H -0.406 4.826 -8.450  0.04
O 0.809 3.646 2.890  -0.02
C 1.811 4.304 2.634  -0.61
N 3.046 3.744 2.689  0.15
C 1.762 5.754 2.245  0.00
H 3.896 4.243 2.489  0.10
H 3.103 2.771 2.948  0.11
H 1.299 6.322 3.054  0.09
H 1.167 5.859 1.336  0.08
H 2.758 6.159 2.059  0.08
O -4.041 -0.270 7.676  0.02
C -4.339 -1.432 7.453  -0.59
N -3.408 -2.422 7.528  0.17
C -5.731 -1.864 7.083  -0.01
H -3.609 -3.391 7.353  0.09
H -2.465 -2.157 7.775  0.10
H -6.029 -1.357 6.163  0.09
H -6.415 -1.590 7.888  0.09
H -5.794 -2.943 6.924  0.07
O 5.653 -3.726 -5.797  0.02
C 4.903 -2.892 -6.280  -0.58
N 4.640 -2.876 -7.614  0.15
C 4.221 -1.833 -5.460  -0.01
H 4.029 -2.209 -8.055  0.10
H 5.087 -3.577 -8.185  0.11
H 4.978 -1.221 -4.968  0.08
H 3.595 -2.313 -4.710  0.07
H 3.592 -1.185 -6.075  0.07
O -0.730 3.353 8.584  0.00
C -1.333 3.163 9.630  -0.57
N -2.404 2.330 9.677  0.18
C -0.950 3.819 10.926  0.00
H -2.930 2.143 10.514  0.11
H -2.681 1.877 8.818  0.08
H -1.008 4.903 10.808  0.09
H 0.072 3.534 11.182  0.09
H -1.610 3.521 11.743  0.07
O 0.730 6.379 -8.689  0.00
C 1.189 7.420 -8.240  -0.57
N 0.748 8.627 -8.682  0.16
C 2.258 7.455 -7.184  0.00
H 1.096 9.507 -8.342  0.10
H 0.030 8.629 -9.391  0.11
H 3.145 6.941 -7.558  0.09
H 1.891 6.947 -6.289  0.09
H 2.532 8.477 -6.917  0.07
O 8.974 -2.320 -2.313  0.02
C 8.709 -3.487 -2.554  -0.60
N 9.664 -4.453 -2.475  0.15
C 7.335 -3.950 -2.951  -0.01
H 9.492 -5.426 -2.664  0.09
H 10.595 -4.166 -2.210  0.11
H 7.039 -3.442 -3.870  0.06
H 6.632 -3.703 -2.153  0.07
H 7.303 -5.028 -3.123  0.07
O 2.905 4.912 5.035  0.01
C 2.309 4.726 6.087  -0.57
N 1.222 3.915 6.135  0.19
C 2.718 5.363 7.387  0.00
H 0.696 3.728 6.976  0.06
H 0.931 3.478 5.272  0.09
H 2.680 6.448 7.280  0.09
H 3.736 5.054 7.631  0.09
H 2.058 5.070 8.207  0.07

Molecular formula: C39H80N2O16Si
Method: DFT, ωB97M-V with the def2-TZVPD basis set

Results
HOMO energy   -8.78 eV
M   861.2 g/mol
Net charge   0
SMILES string   [H]/N=C(/C)C[Si@@](CCCN)(CCCCCCOC(C)=O)COO.CCOC(C)=O.CCOC(C)=O.CCOC(C)=O.CCOC(C)=O.CCOC(C)=O.CCOC(C)=O

Each line ends with the Löwdin charge.
Element x y z (Å)
H -1.281 -3.158 -3.719  0.02
N -0.517 -3.853 -3.672  0.11
C 0.387 -3.373 -2.849  -0.40
C 1.669 -4.324 -2.581  -0.07
C 0.322 -1.985 -2.063  -0.18
Si 0.101 -0.437 -3.171  0.65
C -1.575 0.390 -2.640  -0.25
C -2.857 -0.533 -2.919  -0.22
C -3.124 -1.668 -1.818  -0.29
N -4.547 -1.781 -1.377  -0.04
C 1.442 0.918 -2.907  -0.27
C 2.957 0.364 -2.888  -0.22
C 3.690 0.966 -1.559  -0.19
C 3.642 -0.130 -0.382  -0.18
C 2.259 -0.153 0.440  -0.17
C 2.293 0.654 1.823  -0.17
O 1.462 0.042 2.845  -0.05
C 0.157 -0.249 2.380  -0.41
C -0.756 0.727 1.506  0.01
O -0.342 -1.373 2.664  0.03
C 0.024 -0.798 -5.050  -0.23
O 1.236 -1.465 -5.505  -0.26
O 0.979 -2.172 -6.651  -0.06
H 1.860 -4.322 -1.442  0.08
H 2.606 -3.962 -3.115  0.08
H 1.421 -5.422 -2.831  0.08
H -0.447 -2.071 -1.224  0.09
H 1.347 -1.866 -1.539  0.06
H -1.488 0.527 -1.498  0.06
H -1.646 1.435 -3.086  0.09
H -3.776 0.166 -2.886  0.12
H -2.809 -0.954 -3.986  0.08
H -2.750 -2.700 -2.178  0.10
H -2.503 -1.409 -0.890  0.09
H -4.529 -2.233 -0.442  0.07
H -5.049 -2.480 -1.960  0.06
H 1.366 1.649 -3.794  0.09
H 1.177 1.527 -1.964  0.07
H 3.500 0.820 -3.796  0.11
H 2.961 -0.774 -2.916  0.09
H 4.753 1.243 -1.886  0.11
H 3.174 1.931 -1.193  0.12
H 3.779 -1.155 -0.885  0.11
H 4.501 0.091 0.347  0.07
H 2.046 -1.263 0.684  0.13
H 1.365 0.196 -0.188  0.09
H 1.965 1.729 1.634  0.13
H 3.389 0.678 2.163  0.12
H -0.115 1.468 0.914  0.08
H -1.499 1.281 2.179  0.09
H -1.360 0.122 0.735  0.08
H -0.943 -1.321 -5.379  0.09
H 0.003 0.232 -5.581  0.11
H 1.126 -3.113 -6.392  0.11
C 9.459 0.680 3.257  -0.06
C 8.337 1.656 3.544  -0.22
O 7.598 1.960 2.350  0.00
C 6.589 1.214 1.872  -0.51
C 6.367 -0.163 2.436  0.01
O 5.917 1.622 0.949  0.08
H 9.077 -0.277 2.893  0.07
H 10.050 0.497 4.156  0.09
H 10.116 1.075 2.478  0.07
H 7.671 1.311 4.339  0.11
H 8.763 2.601 3.888  0.12
H 6.883 -0.893 1.811  0.10
H 5.296 -0.372 2.427  0.07
H 6.691 -0.273 3.469  0.07
C -4.245 4.199 6.238  -0.08
C -3.616 2.968 5.622  -0.22
O -3.102 3.252 4.310  0.00
C -1.890 3.778 4.071  -0.53
C -1.110 4.365 5.215  0.01
O -1.468 3.842 2.937  0.08
H -3.515 4.999 6.374  0.07
H -4.680 3.961 7.208  0.06
H -5.030 4.594 5.586  0.08
H -2.844 2.528 6.257  0.11
H -4.382 2.201 5.489  0.12
H -1.298 5.438 5.264  0.10
H -0.048 4.192 5.031  0.09
H -1.332 3.910 6.179  0.07
C -5.048 -5.112 -6.511  -0.06
C -4.433 -4.322 -5.375  -0.22
O -3.678 -3.207 -5.872  -0.01
C -4.206 -2.010 -6.185  -0.53
C -5.699 -1.875 -6.290  0.01
O -3.482 -1.072 -6.450  0.08
H -5.754 -4.509 -7.084  0.06
H -5.575 -5.989 -6.128  0.08
H -4.273 -5.442 -7.208  0.09
H -5.173 -3.996 -4.639  0.11
H -3.723 -4.956 -4.838  0.12
H -5.999 -2.007 -7.330  0.10
H -5.978 -0.873 -5.957  0.10
H -6.249 -2.570 -5.660  0.05
C -5.820 4.128 12.049  -0.07
C -5.187 2.900 11.427  -0.23
O -4.675 3.192 10.118  0.00
C -3.463 3.722 9.878  -0.50
C -2.680 4.306 11.020  0.01
O -3.046 3.792 8.743  0.08
H -5.092 4.930 12.189  0.07
H -6.256 3.885 13.021  0.08
H -6.605 4.522 11.399  0.09
H -4.414 2.458 12.060  0.12
H -5.951 2.132 11.291  0.12
H -2.871 5.379 11.075  0.10
H -1.618 4.137 10.832  0.09
H -2.897 3.847 11.983  0.07
C -9.033 -7.647 -8.329  -0.07
C -9.417 -7.034 -6.998  -0.23
O -8.593 -5.897 -6.698  0.00
C -8.830 -4.650 -7.142  -0.51
C -9.844 -4.440 -8.231  0.01
O -8.178 -3.722 -6.717  0.09
H -9.183 -6.948 -9.154  0.07
H -9.626 -8.543 -8.525  0.08
H -7.974 -7.918 -8.333  0.09
H -10.477 -6.774 -6.944  0.11
H -9.236 -7.760 -6.203  0.12
H -9.337 -4.427 -9.196  0.10
H -10.333 -3.479 -8.066  0.10
H -10.636 -5.187 -8.244  0.07
C 12.473 4.151 -0.691  -0.07
C 11.278 3.694 0.121  -0.23
O 11.688 2.881 1.231  -0.01
C 12.087 3.365 2.420  -0.53
C 12.394 4.832 2.548  0.01
O 12.266 2.613 3.351  0.09
H 13.146 4.776 -0.099  0.07
H 12.149 4.722 -1.563  0.08
H 13.055 3.290 -1.028  0.09
H 10.652 4.525 0.455  0.12
H 10.642 3.061 -0.502  0.13
H 13.463 4.989 2.398  0.10
H 12.118 5.154 3.554  0.09
H 11.831 5.460 1.860  0.07

Total energy in eV, matching the order above: -130805.163, -123275.179, -85352.679